[1]
C31H43NiP2S2Sb | wB97M-V/def2-TZVPD

As for the HOMO energy: -6.3 eV. The calculation puts the HOMO-LUMO gap at 6.8 eV. The charge is 0. The LUMO energy comes out at 0.47 eV.

Structure (XYZ):
```
80
Properties=species:S:1:pos:R:3:forces:R:3
Ni -2.0030 0.8739 1.5407 0.19 0.08 0.31
C -2.1935 2.2334 4.5390 0.01 -0.01 0.02
P -1.6869 0.7098 3.6897 -0.17 -0.02 -0.14
C -0.1344 0.3052 4.5497 0.01 0.01 -0.03
C -2.8802 -0.5602 4.3026 0.02 -0.01 0.02
C -3.0057 -1.6778 3.2651 -0.01 0.01 -0.02
P -3.2337 -0.9025 1.6108 0.04 0.02 0.03
C -5.0256 -0.6391 1.4711 0.00 -0.02 0.04
C -2.9239 -2.2397 0.4249 -0.03 0.01 -0.02
H -2.3211 2.0697 5.6110 0.01 0.01 0.00
H -3.1217 2.5991 4.1017 -0.01 -0.02 0.00
H -1.4257 2.9869 4.3635 -0.01 0.01 0.00
H -0.2862 0.3680 5.6284 0.02 -0.01 0.00
H 0.6324 1.0222 4.2534 -0.01 0.00 0.00
H 0.2099 -0.6950 4.2869 -0.01 0.00 -0.01
H -3.8409 -0.0519 4.4246 0.00 0.00 0.00
H -2.5865 -0.9388 5.2841 0.00 0.00 0.00
H -3.8164 -2.3704 3.5022 0.00 0.00 -0.01
H -2.0800 -2.2590 3.2134 0.01 0.01 0.00
H -5.5731 -1.5778 1.5687 0.00 0.00 -0.01
H -5.2316 -0.1883 0.5001 0.00 0.01 0.00
H -5.3539 0.0616 2.2385 -0.01 0.00 0.00
H -3.5876 -3.0867 0.6077 0.00 0.00 0.00
H -1.8855 -2.5624 0.4839 0.01 0.01 0.00
H -3.0995 -1.8464 -0.5775 0.01 -0.01 0.00
C -2.4905 3.5524 -2.0702 0.01 0.01 -0.01
C -2.0415 2.8815 -0.8004 -0.06 -0.10 0.01
S -2.9888 1.5062 -0.2484 -0.06 0.03 -0.17
C -0.9990 3.3053 -0.0811 0.08 0.00 0.05
C -0.1738 4.5018 -0.4703 -0.01 0.01 -0.01
S -0.5355 2.4585 1.3870 -0.08 -0.05 -0.03
H -3.3735 3.0617 -2.4791 0.00 0.00 0.00
H -1.7029 3.5307 -2.8287 0.00 0.00 0.00
H -2.7450 4.6011 -1.8938 0.00 0.00 0.00
H -0.7737 5.4165 -0.4533 0.01 0.00 0.00
H 0.2280 4.3851 -1.4795 -0.01 0.00 0.00
H 0.6656 4.6366 0.2105 0.00 -0.01 0.00
C 1.5747 -1.8054 -3.9255 -0.01 0.01 0.01
C 1.4749 -2.8298 -2.8264 0.01 -0.01 -0.01
C 1.7752 -4.1552 -3.1429 0.00 -0.01 0.01
C 1.7303 -5.1664 -2.1967 0.00 0.01 0.00
C 1.3747 -4.8616 -0.8931 0.00 0.00 0.00
C 1.0646 -3.5493 -0.5702 -0.01 0.00 0.01
C 1.1125 -2.5162 -1.5089 0.00 0.01 0.00
Sb 0.5602 -0.6477 -0.5250 0.05 -0.04 -0.05
C 0.9955 0.8937 -1.9534 0.03 0.02 0.04
C 2.0868 1.7336 -1.7445 0.01 -0.01 -0.01
C 2.3723 2.7695 -2.6229 0.00 -0.01 -0.01
C 1.5525 2.9776 -3.7211 0.00 0.00 0.01
C 0.4460 2.1644 -3.9165 0.01 -0.01 -0.02
C 0.1448 1.1257 -3.0388 -0.02 0.01 -0.01
C -1.0954 0.3063 -3.2820 0.01 0.00 0.00
C 2.3700 -0.5306 0.6359 -0.01 0.01 0.01
C 2.1432 -0.2042 1.9720 -0.01 0.02 -0.01
C 3.1731 -0.1518 2.8987 0.02 0.00 0.01
C 4.4659 -0.4305 2.4851 -0.01 0.00 0.01
C 4.7071 -0.7515 1.1585 0.00 0.01 -0.01
C 3.6794 -0.8091 0.2181 -0.02 -0.03 -0.01
C 4.0200 -1.1855 -1.1981 0.01 0.01 0.01
H 2.1716 -2.1912 -4.7519 0.00 0.00 0.00
H 2.0256 -0.8768 -3.5813 -0.01 0.00 0.00
H 0.5889 -1.5556 -4.3214 0.00 0.01 0.00
H 2.0638 -4.3927 -4.1608 0.00 0.00 0.00
H 1.9765 -6.1828 -2.4766 0.00 0.00 0.00
H 1.3410 -5.6339 -0.1350 0.00 0.00 0.00
H 0.7952 -3.3223 0.4597 0.00 0.00 0.00
H 2.7294 1.5771 -0.8856 0.00 0.00 0.00
H 3.2295 3.4074 -2.4484 0.00 0.00 0.00
H 1.7669 3.7758 -4.4208 0.00 0.00 0.00
H -0.2000 2.3341 -4.7714 0.00 0.00 0.00
H -1.2781 0.1846 -4.3508 -0.01 0.01 0.00
H -1.9661 0.7914 -2.8365 0.00 0.00 0.02
H -1.0293 -0.6914 -2.8421 0.01 -0.01 -0.01
H 1.1325 0.0353 2.2796 0.01 0.00 -0.02
H 2.9715 0.1103 3.9305 0.00 0.00 0.00
H 5.2874 -0.3928 3.1894 0.00 0.00 0.00
H 5.7212 -0.9621 0.8372 0.00 0.00 0.00
H 5.0606 -0.9450 -1.4184 0.00 0.00 0.00
H 3.3904 -0.6603 -1.9146 0.01 0.01 0.01
H 3.8774 -2.2561 -1.3601 0.00 0.00 0.00
```
Positions in Å, forces in eV/Å.

Löwdin atomic charge list, values in e, 4 entries:
1 Ni -0.48
2 C -0.25
3 P 0.77
4 C -0.25

[2]
C31H44BrCuN2P2 | wB97M-V/def2-TZVPD

As for the HOMO energy (spin up / spin down): -10.2 / -10.4 eV. The calculation puts the HOMO-LUMO gap (spin up / spin down) at 8.1 / 6.0 eV. The charge is +1. The LUMO energy (spin up / spin down) comes out at -2.08 / -4.42 eV. As for the expectation value of S²: 0.80. Its multiplicity is 2.

Structure (XYZ):
```
81
Properties=species:S:1:pos:R:3:forces:R:3
Cu 0.0305 -0.3082 -0.3212 -0.05 -0.09 0.01
C 1.1462 1.1520 -3.4626 0.00 0.01 0.01
C 0.5543 2.3064 -2.6456 -0.03 0.03 0.00
C 0.0435 3.4023 -3.5804 0.01 -0.01 0.02
P -0.5882 1.5956 -1.3648 0.11 0.07 -0.15
C -2.3441 1.5893 -1.9544 -0.02 -0.01 0.01
C -3.0631 2.9260 -2.1144 0.02 -0.01 0.01
C -2.4551 0.7354 -3.2201 0.01 0.01 0.02
C -0.5629 2.8004 0.0210 0.00 0.04 0.02
C -0.6931 4.1676 -0.1515 0.00 -0.01 0.01
C -0.5699 5.0747 0.9031 -0.01 0.01 -0.03
C -0.7136 6.5501 0.6778 0.00 -0.01 0.00
C -0.2782 4.5742 2.1766 0.01 -0.01 0.03
C -0.1432 3.2263 2.3961 0.01 0.02 0.01
C -0.3107 2.2985 1.3375 0.06 -0.05 0.01
N -0.1395 0.9681 1.4675 -0.16 0.05 -0.04
C 0.0524 0.2730 2.6425 0.06 -0.08 0.13
C -0.6580 0.4852 3.8319 0.00 0.01 -0.08
C -0.4822 -0.3676 4.9050 -0.01 -0.01 0.01
C 0.4014 -1.4425 4.8391 0.02 -0.02 0.00
C 0.5639 -2.3824 5.9998 -0.01 0.00 -0.01
C 1.1133 -1.6448 3.6565 0.00 -0.01 0.03
C 0.9539 -0.8163 2.5581 0.00 0.04 0.00
P 1.8111 -0.9754 0.9486 0.04 0.04 0.02
C 2.6571 -2.6160 0.9960 -0.02 0.00 -0.02
C 2.9509 -3.0825 -0.4336 0.00 0.00 0.01
C 3.9104 -2.7379 1.8627 -0.01 0.01 -0.01
C 3.0510 0.4066 1.0114 -0.01 -0.02 0.00
C 3.8326 0.5915 2.3097 -0.01 0.01 -0.01
C 3.9690 0.3609 -0.2108 -0.01 0.00 0.00
H 1.9373 1.5269 -4.1144 0.00 0.00 0.00
H 0.3900 0.6842 -4.0957 -0.01 0.00 0.00
H 1.5642 0.3790 -2.8160 0.00 0.00 -0.01
H 1.3576 2.7191 -2.0235 0.00 0.01 -0.01
H -0.7463 3.0293 -4.2325 0.00 0.01 0.00
H 0.8605 3.7361 -4.2227 0.00 -0.01 0.00
H -0.3324 4.2776 -3.0555 -0.01 0.01 0.00
H -2.8383 1.0400 -1.1429 0.00 0.00 0.00
H -2.6030 3.5498 -2.8800 0.00 0.00 -0.01
H -3.0938 3.4870 -1.1816 0.01 0.01 0.01
H -4.0947 2.7414 -2.4210 0.00 0.00 0.00
H -2.0290 1.2482 -4.0832 0.00 0.00 0.00
H -3.5050 0.5399 -3.4434 0.00 -0.01 0.00
H -1.9439 -0.2221 -3.1113 0.00 -0.01 -0.01
H -0.8932 4.5658 -1.1361 -0.01 0.00 -0.02
H -0.9913 6.7719 -0.3510 0.00 0.00 0.00
H 0.2229 7.0665 0.8965 0.00 0.00 0.00
H -1.4748 6.9707 1.3366 0.00 0.00 0.00
H -0.1385 5.2652 2.9994 0.00 0.00 0.00
H 0.1352 2.8675 3.3766 -0.01 -0.01 0.01
H -1.3886 1.2813 3.8871 0.00 0.02 0.00
H -1.0516 -0.2034 5.8119 0.00 0.00 0.00
H 0.3498 -1.8851 6.9447 0.00 0.00 0.00
H 1.5754 -2.7843 6.0442 0.00 0.00 0.00
H -0.1221 -3.2275 5.9086 0.00 0.00 0.00
H 1.8010 -2.4797 3.6098 -0.01 0.00 0.00
H 1.8780 -3.2722 1.4024 -0.01 0.01 0.01
H 3.7111 -2.4569 -0.9045 -0.01 -0.01 0.00
H 2.0570 -3.0555 -1.0552 -0.01 0.00 -0.01
H 3.3291 -4.1060 -0.4191 0.00 0.00 0.00
H 4.7452 -2.2006 1.4117 0.01 0.01 0.00
H 4.2024 -3.7874 1.9316 0.00 0.00 0.00
H 3.7752 -2.3576 2.8738 0.02 0.01 0.00
H 2.3923 1.2742 0.8944 0.00 0.01 0.00
H 4.5874 -0.1803 2.4472 0.01 -0.01 0.00
H 3.1795 0.5904 3.1836 0.00 0.00 0.00
H 4.3513 1.5522 2.2824 0.00 0.00 0.00
H 4.6876 -0.4570 -0.1405 0.00 0.00 0.00
H 4.5390 1.2886 -0.2819 0.00 0.00 0.00
H 3.4031 0.2393 -1.1370 0.01 0.00 0.00
Br -0.5980 -2.7680 -2.4801 0.01 0.00 0.00
C -1.8642 -2.5668 -1.0922 0.01 0.02 -0.01
C -2.9679 -3.4041 -1.0584 0.00 0.00 0.00
C -3.8751 -3.2304 -0.0293 0.00 0.00 0.00
C -3.6458 -2.2383 0.9142 -0.01 0.00 0.00
C -2.5164 -1.4562 0.7884 0.01 0.00 0.00
N -1.6285 -1.6125 -0.2055 -0.01 -0.04 0.03
H -3.0997 -4.1609 -1.8169 0.00 0.00 0.00
H -4.7501 -3.8630 0.0347 0.00 0.00 0.00
H -4.3293 -2.0721 1.7343 0.00 0.00 0.00
H -2.2924 -0.6706 1.4989 0.00 0.00 0.00
```
Positions in Å, forces in eV/Å.

Löwdin atomic charge list, values in e, 4 entries:
1 Cu 0.02
2 C -0.13
3 C -0.52
4 C -0.10